A:
Entry from the OMol25 dataset: an isolated ion of composition C4H8N3 and charge +1 (wB97M-V/def2-TZVPD).

Last column: natural (NBO) charge in e.
Geometry (Å):
C 0.04554 -0.78414 -1.32384  0.20
C 0.15545 0.26684 0.59785  0.27
C 1.92236 0.94161 -1.08598  -0.41
C -1.92261 -0.62197 1.58828  -0.42
N 0.75270 0.14540 -0.59025  -0.30
N -0.99610 -1.11884 -0.64991  -0.20
N -0.86947 -0.51786 0.59128  -0.12
H 0.10535 -0.89940 -2.45239  0.27
H 0.65478 0.80586 1.33906  0.25
H 2.15199 0.74810 -2.08308  0.24
H 2.88935 0.75350 -0.58273  0.25
H 1.61490 1.92107 -0.98751  0.23
H -2.90964 -0.18756 1.27453  0.26
H -1.86862 -1.57036 1.95391  0.24
H -1.72598 0.11777 2.41079  0.24

Calculated values
Net charge   +1
HOMO   -16.0 eV
Frontier orbital gap   12.440 eV
SMILES   Cn1cn[n+](C)c1
Lowest unoccupied orbital energy   -3.56 eV

---

B:
Entry from the OMol25 dataset: C4H8N3 as an isolated structure (wB97M-V/def2-TZVPD).

Last column: natural (NBO) charge in e.
Geometry (Å):
C -1.70093 -0.03148 -0.01977  0.46
C -2.92313 0.37983 -0.00151  -0.46
C 0.46362 -1.19347 0.04819  -0.27
C 1.84222 -0.49488 0.27503  -0.24
N -0.46212 -0.11171 -0.06677  -0.31
N 0.69493 1.30351 0.22281  -0.24
N 1.75839 0.79701 -0.37915  -0.30
H -3.33977 0.70306 -0.96339  0.28
H -3.55027 0.64450 0.77033  0.27
H 0.43688 -1.88008 -0.74035  0.24
H 0.18486 -1.90900 0.87763  0.25
H 1.75050 -0.41884 1.38284  0.25
H 2.68906 -1.05574 -0.05326  0.25
H 0.27789 2.22830 -0.02191  0.41
H 1.87788 1.03901 -1.33072  0.40

Calculated values
Net charge   +1
HOMO   -13.7 eV
Frontier orbital gap   8.962 eV
Lowest unoccupied orbital energy   -4.77 eV

---

Bottom line: A, by a margin of 371.8 kJ/mol.

---

A:
Entry from the OMol25 dataset: an isolated ion of composition C4H8N3 and charge +1 (wB97M-V/def2-TZVPD).

Last column: natural (NBO) charge in e.
Geometry (Å):
C -1.40669 -1.28907 -1.00812  0.19
C 0.45833 -1.34350 -0.03080  0.26
C 0.16922 1.76173 1.04316  -0.62
C 0.92724 1.15989 -0.07463  -0.22
N -1.02806 -0.03587 -0.90859  -0.19
N -0.49710 -2.14836 -0.50155  -0.49
N 0.16710 -0.05124 -0.30532  -0.11
H -2.24018 -1.42735 -1.62019  0.26
H 1.47983 -1.74907 0.38961  0.28
H -0.86682 1.53053 0.79368  0.22
H 0.21136 2.78468 1.11624  0.25
H 0.38789 1.31054 2.09537  0.23
H 1.90188 0.96169 0.17136  0.23
H 0.91248 1.57732 -1.10235  0.25
H -0.57647 -3.04192 -0.05786  0.47

Calculated values
Net charge   +1
HOMO   -15.6 eV
Frontier orbital gap   11.769 eV
SMILES   CC[n+]1c[nH]cn1
Lowest unoccupied orbital energy   -3.88 eV

---

B:
Entry from the OMol25 dataset: an isolated ion of composition C4H8N3 and charge +1 (wB97M-V/def2-TZVPD).

Last column: natural (NBO) charge in e.
Geometry (Å):
C -0.37605 -0.70962 0.06790  0.44
C -1.34302 -0.32932 2.13646  -0.01
C -0.49851 -1.40259 -1.24321  -0.71
C 1.62489 2.23577 -0.25657  -0.51
N -1.23293 -1.04550 1.10305  -0.56
N 0.44064 0.25460 0.24990  0.04
N 1.44569 0.90848 0.11063  0.10
H -1.89941 -0.88592 2.88817  0.14
H -0.24624 -2.39841 -1.33543  0.28
H -1.59585 -1.60608 -1.62764  0.29
H -0.03192 -0.80651 -2.10177  0.27
H 0.62669 2.77055 -0.26321  0.24
H 2.47204 2.78061 0.33491  0.30
H 2.19725 2.19972 -1.13307  0.29
H -1.58328 -1.96578 1.06989  0.41

Calculated values
Net charge   +1
HOMO   -13.0 eV
Frontier orbital gap   7.384 eV
Lowest unoccupied orbital energy   -5.66 eV

---

Bottom line: A, by a margin of 467.1 kJ/mol.

---

A:
Entry from the OMol25 dataset: a 2-piece molecular cluster, C2H4BrCl overall (wB97M-V/def2-TZVPD).

Last column: natural (NBO) charge in e.
Geometry (Å):
C -0.54204 0.40267 0.01984  0.05
C 0.31603 -0.81951 -0.00918  -0.42
Cl 0.49231 1.55650 -2.21861  -0.47
Br -0.02914 -1.59331 1.84267  -0.01
H -0.29789 1.01742 0.78811  0.19
H -1.44278 0.35988 -0.40033  0.19
H 1.32505 -0.71088 -0.16957  0.25
H -0.09460 -1.54843 -0.59569  0.22

Calculated values
Net charge   0
HOMO (alpha / beta)   -10.1 / -10.1 eV
Frontier orbital gap (alpha / beta)   7.690 / 7.701 eV
Lowest unoccupied orbital energy (alpha / beta)   -2.41 / -2.40 eV

---

B:
Entry from the OMol25 dataset: one molecule with the formula C2H4BrCl (wB97M-V/def2-TZVPD).

Last column: natural (NBO) charge in e.
Geometry (Å):
C -0.52019 0.59449 0.30023  -0.43
C 0.48124 -0.62340 0.53375  -0.39
Cl -2.07115 0.02461 -0.20001  -0.03
Br 2.28894 0.02959 -0.10053  -0.03
H -0.24376 1.24657 -0.51974  0.23
H -0.57598 1.07931 1.36850  0.22
H 0.18025 -1.46956 -0.03027  0.22
H 0.40144 -0.97814 1.52839  0.21

Calculated values
Net charge   0
HOMO   -10.4 eV
Frontier orbital gap   11.019 eV
SMILES   ClCCBr
Lowest unoccupied orbital energy   0.62 eV

---

C:
Entry from the OMol25 dataset: a 2-piece molecular cluster, C2H4BrCl overall (wB97M-V/def2-TZVPD).

Last column: natural (NBO) charge in e.
Geometry (Å):
C 0.30407 0.36320 -0.70266  -0.50
C 0.00507 -0.74589 0.17606  0.04
Cl 2.12398 0.59913 -1.12137  -0.05
Br -1.91621 0.37473 2.52009  -0.49
H 0.19954 1.30568 -0.12310  0.32
H -0.38522 0.16405 -1.66745  0.25
H 0.56348 -0.81192 0.99281  0.20
H -0.89469 -1.24898 -0.07436  0.23

Calculated values
Net charge   0
HOMO (alpha / beta)   -9.3 / -9.3 eV
Frontier orbital gap (alpha / beta)   5.850 / 5.854 eV
Lowest unoccupied orbital energy (alpha / beta)   -3.47 / -3.47 eV

---

Bottom line: B, by a margin of 216.0 kJ/mol.

---

A:
Entry from the OMol25 dataset: a 2-piece molecular cluster, C2H7NO2 overall (wB97M-V/def2-TZVPD).

Last column: natural (NBO) charge in e.
Geometry (Å):
O -1.57830 2.23776 0.00228  -0.63
C -2.08317 1.10852 0.28343  0.51
N -1.46966 -0.07165 0.14111  -0.61
C 0.00000 0.00000 0.00000  -0.43
H -3.04464 0.95255 0.83019  0.11
H -1.94794 -0.89653 0.51172  0.40
H 0.30035 0.09838 -1.05675  0.21
H 0.43227 -0.93115 0.40338  0.20
H 0.41331 0.85298 0.56410  0.22
O -2.47709 -0.99211 -5.01868  -0.94
H -3.38508 -1.32403 -5.20207  0.47
H -2.60429 -0.27350 -4.35863  0.47

Calculated values
Net charge   0
HOMO   -10.0 eV
Frontier orbital gap   10.566 eV
SMILES   CNC=O.O
Lowest unoccupied orbital energy   0.61 eV

---

B:
Entry from the OMol25 dataset: a 2-piece molecular cluster, C2H7NO2 overall (wB97M-V/def2-TZVPD).

Last column: natural (NBO) charge in e.
Geometry (Å):
C 0.28694 -0.26713 0.97351  -0.49
C 0.22581 1.04274 -0.99410  -0.46
N 0.51568 -0.12343 -0.36281  -0.20
O -1.52260 -2.04887 -0.11624  -0.41
O -1.24122 -1.25075 -1.18765  -0.18
H 1.15745 -0.68736 1.66663  0.21
H -0.06481 0.61648 1.39189  0.17
H -0.49846 -1.04455 1.14971  0.26
H -0.79927 1.43714 -0.53932  0.18
H 0.81310 1.75013 -0.46214  0.22
H 0.21059 0.99261 -2.10985  0.23
H -1.10572 -2.91941 -0.11567  0.46

Calculated values
Net charge   0
HOMO (alpha / beta)   -9.2 / -8.7 eV
Frontier orbital gap (alpha / beta)   9.285 / 8.350 eV
Lowest unoccupied orbital energy (alpha / beta)   0.07 / -0.40 eV

---

Bottom line: A, by a margin of 655.0 kJ/mol.

---

A:
Entry from the OMol25 dataset: one molecule with the formula C6H8N2 (wB97M-V/def2-TZVPD).

Last column: natural (NBO) charge in e.
Geometry (Å):
C -0.91911 0.96995 0.16674  -0.48
C -1.74672 -0.27861 0.41466  -0.62
C 0.69682 0.99700 0.29149  0.31
C 1.01240 -0.44634 0.27935  0.16
N 1.44515 1.96323 0.47826  -0.59
N 1.17506 -1.08092 1.37349  -0.56
C 1.20629 -0.96713 -1.04155  -0.10
C 1.35735 -1.46915 -2.12267  -0.15
H 1.01553 2.88572 0.54306  0.35
H 1.49635 -2.03794 1.24481  0.35
H -1.23022 1.75633 0.86100  0.22
H -1.09704 1.34377 -0.84594  0.22
H -1.58062 -1.01964 -0.36283  0.21
H -2.80693 -0.02637 0.40306  0.22
H -1.51460 -0.69485 1.39383  0.22
H 1.49029 -1.89504 -3.07674  0.24

Calculated values
Net charge   0
HOMO   -9.5 eV
Frontier orbital gap   9.964 eV
SMILES   [H]/N=C(C#C)/C(CC)=N/[H]
Lowest unoccupied orbital energy   0.48 eV

---

B:
Entry from the OMol25 dataset: C6H8N2 as an isolated structure (wB97M-V/def2-TZVPD).

Last column: natural (NBO) charge in e.
Geometry (Å):
C -1.04573 2.30675 0.09551  -0.65
C -0.73611 0.93310 0.15154  0.10
C 0.03989 -0.89657 1.30872  -0.08
C 0.56853 -0.94567 0.13639  0.01
C 0.72253 -0.64380 -1.78277  -0.21
C 0.22768 0.12221 -0.56778  -0.11
H -0.23499 2.80295 0.78353  0.22
H -2.09931 3.03959 0.44474  0.22
H -1.00119 2.61860 -1.06030  0.23
H -1.08314 0.45780 2.42449  0.42
H 0.33273 -1.59689 2.05864  0.19
H 2.06855 -1.87739 -0.47936  0.36
H 1.50888 -0.13260 -2.40725  0.20
H -0.12184 -0.80950 -2.46644  0.21
N -0.74161 0.31977 1.48767  -0.54
N 1.02298 -1.71387 -0.82307  -0.57

Calculated values
Net charge   0
HOMO   -7.4 eV
Frontier orbital gap   8.337 eV
Lowest unoccupied orbital energy   0.94 eV

---

Bottom line: A, by a margin of 245.8 kJ/mol.

---

A:
Entry from the OMol25 dataset: one molecule with the formula C6H8N2 (wB97M-V/def2-TZVPD).

Last column: natural (NBO) charge in e.
Geometry (Å):
C -1.03352 0.31973 1.51002  -0.51
C -1.32467 1.14084 0.14822  -0.18
C -0.40042 0.96369 -0.85666  -0.20
C 1.01333 0.51178 -0.77995  -0.15
C 1.33019 -0.81302 -1.35615  -0.21
C -0.35451 -1.09056 1.25810  0.01
H -0.25757 1.05032 1.95209  0.24
H -1.86885 0.28749 2.11374  0.23
H -2.34731 1.36265 -0.17858  0.21
H -0.74021 1.45210 -1.76462  0.21
H 1.76337 1.33949 -0.76536  0.23
H 0.45854 -1.54833 -1.66474  0.20
H 2.13262 -0.94948 -1.98008  0.19
H -0.65729 -2.06780 1.60573  0.21
N 1.48058 -0.55545 0.03212  -0.25
N 0.80572 -1.40344 0.72612  -0.22

Calculated values
Net charge   0
HOMO   -8.5 eV
Frontier orbital gap   9.523 eV
SMILES   C1=C[C@@H]2CN2N=CC1
Lowest unoccupied orbital energy   1.03 eV

---

B:
Entry from the OMol25 dataset: C6H8N2 as an isolated structure (wB97M-V/def2-TZVPD).

Last column: natural (NBO) charge in e.
Geometry (Å):
C -1.35868 -0.01837 -0.03936  0.06
C -0.78248 1.29211 -0.11853  -0.18
C 0.62079 1.29079 -0.13620  -0.29
C 1.30582 0.13759 -0.11956  0.16
C 0.76303 -1.15783 -0.08246  -0.24
C -0.58187 -1.20136 0.02683  -0.23
H -3.17915 0.48236 0.98945  0.37
H -3.11657 -1.24647 -0.58208  0.34
H -1.44440 2.25665 0.08158  0.23
H 1.12211 2.20267 0.13250  0.21
H 3.42484 0.84392 0.02697  0.39
H 3.09161 -0.84073 -0.10979  0.38
H 1.42451 -2.05215 -0.21542  0.21
H -1.18141 -2.09239 0.29434  0.21
N -2.77591 0.05842 -0.15890  -0.80
N 2.66777 0.04479 0.01061  -0.82

Calculated values
Net charge   0
HOMO   -7.1 eV
Frontier orbital gap   7.877 eV
Lowest unoccupied orbital energy   0.73 eV

---

Bottom line: B, by a margin of 99.1 kJ/mol.